A structure of composition C31H26IN3O5PtS. Source: the OMol25 dataset; level of theory: ωB97M-V/def2-TZVPD.

Its total charge is 0. For the HOMO energy (spin up / spin down), the calculation gives -0.269 / -0.269 Ha. The calculation puts the total energy at -69455.75872 eV. Its gap between HOMO and LUMO (spin up / spin down) is 6.20 / 6.20 eV. The energy above the lowest of the compared OMol25 structures with the same formula, charge and spin is 70.59 kcal per mole. Its spin multiplicity is 1.

```
68
C31H26IN3O5PtS | the OMol25 dataset | ωB97M-V/def2-TZVPD
Pt 0.4960 0.0054 0.3983
C 1.7246 -1.3181 6.4160
O 2.7171 -0.3438 6.6847
C 2.4738 0.9278 6.2806
C 1.2795 1.3526 5.7040
C 1.1481 2.6663 5.2725
C 2.2015 3.5610 5.4093
C 3.3635 3.1471 6.0576
C 3.5112 1.8402 6.4740
N 2.1767 4.9423 5.0142
N 1.6719 5.3349 3.9515
C 1.1378 4.4245 2.9828
C -0.1457 4.5867 2.6075
C -0.8608 3.6344 1.7922
C -0.2418 2.5198 1.3246
O -0.7997 1.5298 0.6596
C 1.2033 2.4139 1.5420
N 1.7530 1.4107 0.9446
C 3.1293 1.0562 1.1541
C 3.9984 1.9994 2.0173
C 3.2539 3.1537 2.5944
C 1.9405 3.3530 2.3956
H 2.1307 -2.2644 6.7606
H 1.5141 -1.3828 5.3447
H 0.7991 -1.1026 6.9561
H 0.4475 0.6744 5.5789
H 0.2173 2.9789 4.8209
H 4.1595 3.8655 6.2081
H 4.4245 1.4992 6.9435
H -0.6920 5.4239 3.0253
H -1.9141 3.7837 1.5966
H 3.5716 0.7714 0.2007
H 4.9125 2.3452 1.5308
H 3.8175 3.8420 3.2147
C -4.6381 -1.1364 5.4227
C -3.7436 -1.5056 4.2718
C -3.5364 -0.6241 3.2160
C -2.6951 -0.9455 2.1594
C -2.0568 -2.1735 2.1711
C -2.2225 -3.0642 3.2239
C -3.0761 -2.7305 4.2603
S -0.9186 -2.5943 0.8665
C -1.9213 -3.7557 -0.0443
O -0.9497 -1.3828 -0.0796
H -5.3379 -0.3507 5.1420
H -4.0489 -0.7706 6.2661
H -5.2090 -1.9973 5.7701
H -4.0390 0.3356 3.2168
H -2.5137 -0.2448 1.3543
H -1.6884 -4.0080 3.2368
H -3.2209 -3.4254 5.0789
H -2.8321 -3.2528 -0.3635
H -2.1435 -4.6033 0.6019
H -1.3249 -4.0762 -0.8960
I 7.0821 1.4166 3.9180
C 5.6207 0.2265 3.0183
C 5.9012 -0.9759 2.5224
C 4.8784 -1.8021 1.8615
C 3.6226 -1.3859 1.6982
C 3.2165 -0.0496 2.2161
C 4.2495 0.8102 3.0080
C 2.6540 -2.2048 0.8692
O 2.8109 -3.4100 0.7982
O 1.7332 -1.5854 0.1790
H 6.9082 -1.3679 2.5794
H 5.1684 -2.7647 1.4607
H 2.2684 -0.1129 2.7568
H 3.9367 1.0397 4.0277
```